{
  "formula": "C38H35BrCeN6O6S",
  "method": "ωB97M-V with the def2-TZVPD basis set",
  "e_lumo_ha": [-0.2771, -0.2797],
  "orbital_gap_ev": [5.63, 5.56],
  "charge": 2,
  "elements": ["C", "Ce", "C", "C", "H", "C", "H", "C", "C", "H", "C", "C", "N", "S", "H", "C", "H", "H", "H", "H", "H", "C", "O", "H", "H", "H", "H", "C", "H", "C", "C", "C", "H", "H", "C", "H", "H", "C", "H", "O", "C", "C", "C", "H", "N", "C", "C", "C", "O", "C", "H", "H", "C", "H", "H", "H", "H", "C", "C", "C", "H", "O", "O", "H", "N", "H", "C", "H", "H", "N", "O", "H", "H", "C", "H", "N", "C", "N", "C", "C", "Br", "C", "C", "C", "C", "H", "C", "C"],
  "positions_angstrom": [[6.902951, -4.600802, 4.339833], [-0.320446, 0.182980, 0.102551], [-0.289067, -0.302933, 4.758478], [-2.782786, -2.434630, -0.296943], [3.092170, 3.009351, -4.461256], [0.764768, 3.862473, -1.837701], [-0.050956, -3.219038, 0.243066], [5.400468, -1.292916, 3.552650], [-0.473133, -3.095817, -0.759329], [4.667101, -5.049874, 2.977910], [0.130198, 2.690224, -1.544907], [5.999986, -3.602966, 3.830663], [0.580943, 3.946249, -5.565023], [-0.264709, -1.446413, 2.250142], [3.081904, -3.336615, 2.134890], [0.901486, 4.268943, -3.184210], [-2.752476, -1.583847, 1.672810], [-4.333498, -1.483524, 0.885849], [2.812518, -1.453973, -2.427287], [-2.277352, 2.821126, 3.616438], [7.150786, -1.960343, 4.594630], [-0.273449, 2.286310, -3.928880], [1.052684, -1.371631, -1.313017], [1.556366, 1.972562, 2.330168], [-2.012103, -0.957781, -2.851310], [5.614351, -0.242170, 3.691908], [3.219934, 0.607141, 4.035320], [-1.741806, 1.942564, 3.954394], [1.460704, -0.579234, -3.197069], [4.866136, -3.998072, 3.126718], [-1.605061, 0.367661, -4.516107], [-1.385138, 0.954413, 3.041806], [2.329469, 0.153162, -1.814904], [-0.910871, -4.046634, -1.068037], [-3.849008, 0.506412, -0.584542], [-4.805642, 0.579551, -0.067946], [-3.488753, 1.502344, -0.832150], [-3.255748, -1.424323, 0.724023], [-1.718124, 1.109483, 2.017176], [-1.460150, -2.052430, -0.740906], [2.909686, 2.118926, -5.047059], [-0.676605, -0.176761, 3.421961], [2.087698, 1.047527, 2.174160], [-0.975743, 1.841689, -5.922312], [-0.983721, 0.699451, -2.233043], [-1.566260, -0.024396, -3.171578], [-1.606782, 2.854820, 6.323225], [1.974910, -0.779016, -2.253634], [-2.884656, -0.099598, 0.297593], [3.991186, -3.041330, 2.641506], [-3.378938, 3.103586, 5.632496], [-0.302332, 0.604769, 6.698851], [2.529916, -0.142913, -6.638895], [4.432905, 0.973988, -4.059993], [-2.762478, -3.429855, 0.148331], [1.126268, 1.065093, -7.728148], [1.391566, 5.205487, -3.414648], [-1.354804, 1.802691, 5.276886], [6.264974, -2.253456, 4.049330], [1.809135, 1.015170, -6.889607], [1.139144, 4.486269, -1.037788], [-0.785456, 3.109371, 7.151765], [-0.044086, 2.227830, -0.258195], [1.400778, -3.361911, -1.793789], [7.620624, -5.398210, 4.746869], [0.270525, -1.171750, 5.077659], [0.450053, 3.480205, -4.205224], [0.141454, -2.543494, -2.747265], [-3.960193, -0.079279, -1.498020], [1.202104, 3.302250, -6.409334], [-2.782210, 3.502662, 6.274587], [-2.137770, -0.238318, -5.234191], [3.032355, -1.431051, 0.372684], [0.569626, -2.654113, -1.746053], [2.405594, -1.013010, -7.267967], [3.376344, -0.710184, 2.341942], [2.921972, 0.398616, 3.023510], [2.020120, 0.354982, 0.976024], [2.814509, -0.695568, 1.128168], [-0.381705, 1.878084, -2.586454], [4.430992, -1.726135, -5.249782], [1.963622, 2.117649, -6.064054], [-0.952330, 1.511814, -4.892576], [4.275554, -1.702222, 2.853991], [3.662744, 0.976670, -4.819118], [-3.417851, -2.468235, -1.185263], [-0.618640, 0.681776, 5.667421], [3.443220, -0.155497, -5.596219]],
  "atomic_forces_ev_per_a": [[-0.03, 0.04, 0.00], [0.36, -0.51, 0.53], [0.02, -0.02, -0.02], [-0.01, -0.04, -0.17], [0.00, -0.01, -0.03], [-0.08, 0.14, -0.18], [-0.02, -0.03, -0.02], [0.04, -0.11, -0.02], [-0.01, -0.04, -0.09], [0.00, -0.01, 0.00], [0.08, -0.23, 0.55], [0.05, -0.04, 0.03], [-0.27, -0.01, 0.32], [-0.11, 0.23, -0.11], [-0.01, 0.01, -0.01], [0.01, -0.13, 0.19], [-0.05, 0.00, -0.02], [-0.01, 0.02, -0.13], [0.03, 0.00, 0.00], [-0.02, 0.00, -0.01], [0.01, -0.01, 0.01], [-0.03, 0.11, 0.05], [-0.05, 0.20, 0.17], [-0.03, -0.02, 0.02], [-0.03, 0.00, -0.01], [-0.01, 0.02, 0.00], [0.01, 0.02, 0.02], [0.24, -0.07, 0.10], [0.04, 0.00, 0.00], [-0.04, 0.02, -0.03], [-0.01, -0.08, 0.12], [-0.14, 0.26, -0.22], [0.01, -0.01, -0.02], [-0.03, 0.06, -0.08], [-0.02, 0.08, 0.08], [0.00, 0.02, -0.03], [0.00, -0.02, 0.01], [-0.02, 0.07, 0.11], [-0.27, -0.07, 0.09], [0.15, 0.09, 0.30], [0.09, -0.11, 0.03], [0.03, -0.10, 0.00], [0.04, 0.15, -0.14], [0.03, -0.02, -0.04], [-0.05, 0.18, 0.02], [0.10, 0.01, -0.16], [0.11, -0.02, 0.00], [-0.09, 0.05, -0.05], [0.25, 0.08, -0.13], [0.06, -0.05, 0.07], [-0.07, -0.04, -0.02], [0.00, 0.00, 0.02], [-0.03, 0.05, -0.01], [0.01, -0.01, 0.02], [0.01, 0.02, 0.02], [0.00, 0.02, 0.00], [0.01, 0.01, -0.01], [0.00, 0.00, 0.08], [-0.03, 0.05, -0.02], [-0.03, -0.10, 0.00], [0.01, -0.01, 0.02], [-0.05, 0.00, 0.02], [-0.27, -0.56, -0.52], [-0.01, 0.02, 0.04], [0.02, -0.03, 0.00], [0.00, -0.03, -0.02], [0.05, 0.08, -0.29], [0.00, -0.03, 0.03], [-0.02, 0.01, 0.01], [0.35, -0.30, -0.11], [0.02, 0.07, -0.02], [-0.01, 0.00, -0.01], [-0.05, -0.08, 0.06], [0.03, 0.02, -0.10], [0.00, -0.01, 0.00], [0.01, 0.09, 0.09], [-0.04, -0.03, -0.05], [-0.06, -0.01, -0.09], [0.05, 0.04, -0.10], [-0.03, 0.07, -0.06], [0.03, -0.04, 0.05], [-0.24, 0.41, -0.04], [0.07, 0.05, -0.04], [-0.02, 0.11, -0.07], [-0.04, -0.05, -0.05], [-0.02, 0.01, 0.05], [0.01, 0.02, -0.07], [-0.01, 0.12, 0.07]],
  "lowdin_charge": [-0.163, 1.163, -0.072, -0.108, 0.121, 0.054, 0.107, 0.013, -0.144, 0.131, -0.264, -0.207, 0.101, 0.776, 0.116, 0.015, 0.086, 0.152, 0.095, 0.133, 0.135, -0.076, -0.333, 0.132, 0.119, 0.127, 0.145, 0.007, 0.102, 0.001, 0.007, -0.129, 0.106, 0.156, -0.015, 0.115, 0.109, -0.154, 0.063, -0.270, -0.017, -0.590, -0.107, 0.131, 0.021, -0.086, -0.482, -0.032, -0.318, 0.002, 0.111, 0.137, -0.105, 0.109, 0.150, 0.126, 0.135, -0.117, 0.010, -0.017, 0.138, 0.158, -0.227, 0.157, 0.194, 0.117, -0.209, 0.147, 0.098, 0.106, 0.145, 0.125, 0.149, -0.122, 0.111, 0.015, 0.004, -0.067, -0.142, -0.143, 0.782, -0.262, 0.050, -0.182, -0.121, 0.142, 0.023, -0.699]
}